No. 1
Computed, not measured: 2 unconnected molecules or ions with the total composition C2H8N2S2 at a distorted geometry, with ωB97M-V/def2-TZVPD.

The geometry in XYZ format:
```
14
C2H8N2S2 ωB97M-V/def2-TZVPD
C 0.26 -0.77 1.18
C 0.22 0.71 -0.56
N -1.25 -1.13 -0.63
N -0.03 -0.55 -0.19
S 1.90 1.21 -0.55
S -0.86 2.00 0.31
H 0.50 -1.79 1.41
H 1.18 -0.36 1.36
H -0.61 -0.50 1.75
H -0.35 0.87 -2.06
H -1.06 -2.15 -0.43
H -1.97 -0.85 0.18
H 2.45 0.30 -1.33
H -0.39 3.02 -0.42
```

The electronic energy is -26850.4095 eV. The LUMO energy is 0.61 eV. As for the frontier orbital gap: 9.1 eV. The energy relative to the best compared isomer or geometry (same formula, charge and spin) is 4.034 eV.

=====

No. 2
Computed, not measured: a molecular structure, C5H13N2O at a distorted geometry, with ωB97M-V/def2-TZVPD.

The geometry in XYZ format:
```
21
C5H13N2O ωB97M-V/def2-TZVPD
C -0.24 -1.22 1.93
C 0.79 -0.42 1.18
C 0.80 -0.84 -0.33
C 0.60 0.15 -1.48
C -0.73 0.82 -1.43
N -1.65 0.65 -2.37
O -1.02 1.55 -0.45
N 0.53 1.07 1.41
H -1.11 -0.66 2.25
H 0.21 -1.87 2.67
H -0.86 -1.80 1.23
H 1.78 -0.49 1.68
H 1.63 -1.54 -0.49
H 0.09 -1.70 -0.43
H 1.44 0.76 -1.77
H 0.45 -0.58 -2.35
H -2.59 0.97 -2.16
H -1.33 0.60 -3.33
H 1.33 1.71 1.39
H -0.26 1.54 0.53
H 0.14 1.32 2.32
```

The electronic energy is -10417.0065 eV. The LUMO energy is -2.81 eV. As for the charge: +1. As for the frontier orbital gap: 11.9 eV. The energy relative to the best compared isomer or geometry (same formula, charge and spin) is 1.189 eV.

=====

No. 3
Computed, not measured: C5H9OP in the gas phase at a distorted geometry, with ωB97M-V/def2-TZVPD.

The geometry in XYZ format:
```
16
C5H9OP ωB97M-V/def2-TZVPD
C -1.92 2.03 1.67
C -0.99 1.62 1.03
C 0.60 -2.23 -0.06
C 0.68 1.37 -1.42
C -0.49 -1.14 0.11
O 1.56 0.58 1.14
P 0.38 0.57 0.24
H -2.79 1.96 2.26
H 1.55 -1.85 0.50
H 0.35 -3.20 0.37
H 1.01 -2.18 -1.10
H 1.66 1.03 -1.79
H -0.31 1.22 -2.07
H 0.66 2.54 -1.29
H -0.75 -1.33 1.12
H -1.20 -1.01 -0.72
```

The electronic energy is -16664.9960 eV. The LUMO energy is 0.75 eV. As for the SMILES: C#C[P@@](C)(=O)CC. As for the frontier orbital gap: 10.9 eV. The energy relative to the best compared isomer or geometry (same formula, charge and spin) is 1.894 eV.

=====

No. 4
Computed, not measured: C2HN5O3 in the gas phase at a distorted geometry, with ωB97M-V/def2-TZVPD.

The geometry in XYZ format:
```
11
C2HN5O3 ωB97M-V/def2-TZVPD
C -0.25 0.77 0.01
C 0.93 -0.08 0.01
N 0.21 2.01 0.03
N 1.98 0.69 0.01
N -2.43 0.15 -0.48
N -1.48 0.34 0.26
N 0.93 -1.51 0.02
O -0.18 -2.01 0.10
O 1.98 -2.09 -0.05
O 1.55 1.92 0.03
H -3.24 -0.20 0.06
```

The electronic energy is -15675.1282 eV. The LUMO energy is -1.24 eV. As for the SMILES: [H]/N=N/c1nonc1[N+](=O)[O-]. As for the frontier orbital gap: 8.7 eV. The energy relative to the best compared isomer or geometry (same formula, charge and spin) is 0.000 eV.

=====

No. 5
Computed, not measured: 2 unconnected molecules or ions with the total composition C5H14N4 at a distorted geometry, with ωB97M-V/def2-TZVPD.

The geometry in XYZ format:
```
23
C5H14N4 ωB97M-V/def2-TZVPD
C 0.49 1.32 0.96
C 1.15 0.45 1.70
C -0.47 1.02 -0.83
C -1.44 -0.34 -2.65
C -0.60 -0.35 -1.37
N 2.00 0.75 2.76
N -0.64 2.05 -1.58
N 1.22 -1.04 1.58
N -0.12 -1.59 1.62
H 0.23 2.37 1.10
H -1.45 0.61 -3.14
H -2.37 -0.58 -2.28
H -1.08 -1.06 -3.46
H 0.35 -0.73 -1.61
H -0.81 -1.01 -0.59
H 2.64 1.51 2.72
H 1.40 0.80 3.59
H -0.40 2.96 -1.18
H -0.98 1.86 -2.49
H 1.82 -1.26 0.68
H 1.82 -1.38 2.32
H -0.15 -2.54 1.26
H -0.63 -1.37 2.45
```

The electronic energy is -11350.8387 eV. The LUMO energy is -8.09 eV. As for the charge: +2. As for the frontier orbital gap: 10.3 eV. The energy relative to the best compared isomer or geometry (same formula, charge and spin) is 5.330 eV.

=====

No. 6
Computed, not measured: 2 unconnected molecules or ions with the total composition C4H11N3O2 at a distorted geometry, with ωB97M-V/def2-TZVPD.

The geometry in XYZ format:
```
20
C4H11N3O2 ωB97M-V/def2-TZVPD
C 2.28 3.04 -0.77
C -0.21 2.31 -0.89
N -1.09 1.41 -0.26
N 0.96 2.83 -0.11
N -0.53 2.60 -2.07
H -2.17 1.54 -0.41
H -0.77 0.61 0.31
H 1.12 2.20 0.68
H -0.06 3.36 -2.57
H 1.43 -2.95 -0.19
H 2.69 2.10 -0.98
H 2.88 3.63 -0.05
H 2.17 3.55 -1.84
C -1.70 -2.54 1.01
C -0.36 -3.08 1.13
O 0.15 -3.65 2.09
O 0.31 -3.00 -0.06
H -2.43 -3.04 0.24
H -1.59 -1.45 0.79
H -2.31 -2.59 1.97
```

The electronic energy is -12889.9598 eV. The LUMO energy is 0.17 eV. As for the SMILES: [H]/N=C(/N)NC.CC(=O)O. As for the frontier orbital gap: 9.2 eV. The energy relative to the best compared isomer or geometry (same formula, charge and spin) is 2.870 eV.

=====

No. 7
Computed, not measured: C9H8N2 in the gas phase at a distorted geometry, with ωB97M-V/def2-TZVPD.

The geometry in XYZ format:
```
19
C9H8N2 ωB97M-V/def2-TZVPD
C 0.55 0.98 1.06
C 1.56 1.55 0.37
C 1.81 1.21 -0.99
C 1.01 0.34 -1.70
C -0.03 -0.34 -0.96
C -0.80 -1.40 -1.47
C -1.84 -1.91 -0.74
C -2.07 -1.41 0.56
C -0.30 0.00 0.40
H -0.16 0.62 2.92
H 1.15 1.75 2.83
H 2.20 2.27 0.90
H 2.68 1.61 -1.48
H 1.17 0.24 -2.75
H -0.62 -1.78 -2.45
H -2.42 -2.77 -1.12
H -2.91 -1.76 1.13
N 0.34 1.35 2.37
N -1.32 -0.53 1.11
```

The electronic energy is -12443.1865 eV. The LUMO energy is 0.57 eV. As for the SMILES: Nc1cccc2cccnc12. As for the frontier orbital gap: 8.4 eV. The energy relative to the best compared isomer or geometry (same formula, charge and spin) is 0.000 eV.

=====

No. 8
Computed, not measured: a molecular structure, C24H41F13N4O14P2 at a distorted geometry, with ωB97M-V/def2-TZVPD.

The geometry in XYZ format:
```
98
C24H41F13N4O14P2 ωB97M-V/def2-TZVPD
C -2.01 -2.91 6.05
C -3.27 -3.80 5.77
C -3.12 -4.52 4.42
F -4.00 -5.57 4.41
O -3.44 -3.58 3.41
P -3.06 -4.08 1.90
O -4.20 -4.83 1.36
O -2.67 -2.79 1.04
C -3.61 -2.50 -0.02
C -3.09 -1.28 -0.83
C -2.50 -1.73 -2.21
C -1.73 -0.56 -2.89
N -0.32 -0.69 -2.49
C 0.53 0.28 -3.07
N 0.26 0.94 -4.11
N 1.82 0.48 -2.40
O -1.76 -5.10 1.96
P -0.75 -5.01 0.66
N -1.46 -5.21 -0.71
O 0.06 -3.62 0.65
O 0.35 -6.19 0.89
H -2.31 -1.91 6.37
H -1.40 -2.90 5.14
H -1.40 -3.33 6.86
H -3.33 -4.54 6.58
H -4.19 -3.20 5.74
H -2.08 -4.88 4.36
H -4.60 -2.23 0.36
H -3.72 -3.32 -0.74
H -3.96 -0.65 -1.08
H -2.35 -0.72 -0.25
H -1.82 -2.58 -2.05
H -3.34 -1.99 -2.87
H -2.16 0.40 -2.58
H -1.86 -0.67 -3.98
H 0.03 -1.62 -2.68
H 1.06 1.55 -4.27
H 1.58 0.79 -1.46
H 2.21 -0.47 -2.33
H -2.46 -5.32 -0.61
H 0.20 -3.40 -0.29
H 0.37 -6.68 0.05
C 5.41 -6.91 -0.13
C 4.21 -6.01 0.06
O 4.42 -4.73 -0.57
C 4.15 -4.67 -1.87
O 3.76 -5.57 -2.54
C 4.37 -3.24 -2.38
F 5.50 -2.70 -1.90
F 3.35 -2.44 -2.00
F 4.44 -3.20 -3.71
H 6.31 -6.42 0.23
H 5.27 -7.84 0.41
H 5.56 -7.14 -1.18
H 4.06 -5.81 1.12
H 3.29 -6.47 -0.30
C 5.16 1.47 -1.06
C 6.20 2.48 -0.65
O 5.59 3.75 -0.33
C 5.11 3.86 0.90
O 5.14 3.02 1.75
C 4.53 5.26 1.11
F 3.80 5.67 0.06
F 5.51 6.17 1.28
F 3.75 5.33 2.19
H 4.55 1.85 -1.88
H 5.64 0.54 -1.38
H 4.49 1.24 -0.24
H 6.88 2.68 -1.48
H 6.81 2.13 0.18
C 2.95 8.32 1.35
C 4.00 9.33 1.74
O 3.41 10.61 2.05
C 2.92 10.75 3.28
O 2.94 9.92 4.13
C 2.37 12.17 3.46
F 1.65 12.56 2.40
F 3.37 13.05 3.61
F 1.59 12.25 4.53
H 2.35 8.70 0.52
H 3.41 7.39 1.04
H 2.27 8.12 2.17
H 4.69 9.50 0.91
H 4.60 8.98 2.59
C -8.47 -0.72 -1.26
C -8.17 -1.45 -2.55
O -8.01 -0.53 -3.64
C -6.80 0.02 -3.77
O -5.87 -0.18 -3.05
C -6.77 0.94 -4.99
F -7.87 1.70 -5.08
F -6.69 0.22 -6.12
F -5.72 1.76 -4.97
H -9.34 -0.07 -1.38
H -8.67 -1.43 -0.46
H -7.63 -0.09 -0.97
H -9.00 -2.10 -2.82
H -7.29 -2.09 -2.45
```

The electronic energy is -114089.0087 eV. The LUMO energy is 0.08 eV. As for the frontier orbital gap: 9.6 eV.

=====

No. 9
Computed, not measured: a gas-phase ion, C27H37N2O3 (charge +1), with ωB97M-V/def2-TZVPD.

The geometry in XYZ format:
```
69
C27H37N2O3 ωB97M-V/def2-TZVPD
C -2.54 -4.41 1.52
C -2.64 -3.00 2.09
C -3.33 -2.05 1.12
C -3.54 -0.66 1.72
C -4.24 0.31 0.76
C -3.32 0.87 -0.32
C -4.08 1.73 -1.32
C -3.16 2.43 -2.33
C -2.37 3.60 -1.71
C -0.86 3.40 -1.75
H -0.52 3.14 -2.75
H -0.34 4.31 -1.42
O -0.47 2.37 -0.83
C 0.22 1.35 -1.28
O 0.59 1.15 -2.41
C 0.51 0.35 -0.14
N 1.62 -0.49 -0.52
C 2.76 -0.08 -1.08
N 3.50 -1.14 -1.45
C 2.81 -2.29 -1.12
C 3.12 -3.63 -1.27
C 2.19 -4.54 -0.81
C 0.99 -4.13 -0.22
C 0.68 -2.79 -0.07
C 1.60 -1.87 -0.53
H -0.25 -2.49 0.40
H 0.30 -4.88 0.13
H 2.39 -5.60 -0.91
H 4.04 -3.96 -1.72
C 4.78 -1.08 -2.11
H 4.72 -0.44 -2.99
H 5.55 -0.69 -1.44
H 5.06 -2.08 -2.42
C 3.22 1.33 -1.29
O 2.55 2.27 -0.50
C 2.81 2.30 0.86
C 3.58 1.37 1.54
C 3.75 1.49 2.91
C 3.15 2.52 3.61
C 2.36 3.44 2.92
C 2.19 3.33 1.56
H 1.59 4.04 1.01
H 1.89 4.25 3.46
H 3.28 2.61 4.67
H 4.36 0.77 3.43
H 4.07 0.55 1.03
H 4.31 1.39 -1.13
H 3.00 1.62 -2.32
H -0.37 -0.28 0.01
H 0.71 0.90 0.78
H -2.67 3.74 -0.67
H -2.58 4.52 -2.25
H -3.77 2.80 -3.15
H -2.47 1.70 -2.75
H -4.67 2.48 -0.79
H -4.78 1.09 -1.87
H -2.54 1.46 0.16
H -2.84 0.05 -0.86
H -4.65 1.14 1.33
H -5.08 -0.21 0.29
H -2.58 -0.23 2.02
H -4.14 -0.76 2.62
H -2.75 -1.98 0.20
H -4.31 -2.46 0.85
H -1.64 -2.62 2.33
H -3.20 -3.03 3.02
H -3.53 -4.84 1.40
H -2.06 -4.40 0.55
H -1.97 -5.05 2.19
```

The electronic energy is -37717.5709 eV. The LUMO energy is -2.81 eV. As for the SMILES: CCCCCCCCCCOC(=O)Cn1c(COc2ccccc2)[n+](C)c2ccccc21. As for the charge: +1. As for the frontier orbital gap: 9.0 eV. The energy relative to the best compared isomer or geometry (same formula, charge and spin) is 0.210 eV.